C4H9N2 | ωB97M-V/def2-TZVPD

Output
Electronic energy: -266.75245 Ha
Highest occupied orbital energy (alpha / beta): -8.97 / -14.76 eV
Energy above the lowest of the compared OMol25 structures with the same formula, charge and spin: 458.9 kJ/mol

Geometry as ORCA input:
```
! wB97M-V def2-TZVPD RIJCOSX def2/J DEFGRID3
* xyz 1 3
C -1.57 2.55 -1.39
C 1.73 -1.67 1.23
C 0.49 1.20 -1.20
C -0.59 -1.59 0.91
N -0.46 1.98 -1.35
N 0.74 -1.16 0.54
H -1.78 3.27 -0.61
H -2.24 2.66 -2.22
H 2.81 -1.34 1.13
H 1.67 -2.38 2.12
H 1.37 1.80 -1.61
H 0.52 0.20 -0.70
H -0.75 -1.42 2.01
H -1.41 -1.33 0.21
H -0.50 -2.79 0.93
*
```

Results of the Löwdin charge analysis, in e, for atoms 1 through 5: 0.004 0.082 0.018 -0.078 -0.049

=====

C3H9N4O2 | ωB97M-V/def2-TZVPD

Output
Electronic energy: -489.04038 Ha
Highest occupied orbital energy: -3.68 eV
Energy above the lowest of the compared OMol25 structures with the same formula, charge and spin: 177.3 kJ/mol

Geometry as ORCA input:
```
! wB97M-V def2-TZVPD RIJCOSX def2/J DEFGRID3
* xyz -1 1
C -0.19 -0.71 -1.59
C 0.84 -1.35 0.39
C 0.06 0.89 0.25
N -0.62 1.12 1.42
N 1.41 1.17 0.20
N -0.17 -0.51 -0.17
N -1.87 0.73 1.54
O -2.44 0.29 0.54
O -2.41 0.84 2.64
H 0.80 -0.43 -2.13
H -0.25 -1.79 -1.73
H -1.11 -0.55 -2.07
H 1.66 -1.41 -0.26
H 1.00 -0.92 1.30
H 0.45 -2.41 0.45
H -0.66 1.78 -0.77
H 1.67 2.08 0.67
H 1.83 1.17 -0.69
*
```

Results of the Löwdin charge analysis, in e, for atoms 1 through 5: -0.162 -0.138 -0.568 0.039 0.046

=====

C5H14N2O2 | ωB97M-V/def2-TZVPD

Output
Electronic energy: -458.89985 Ha
SMILES: CCN[C@@H](C)C(N)=O.O
Highest occupied orbital energy: -8.51 eV
Energy above the lowest of the compared OMol25 structures with the same formula, charge and spin: 99.1 kJ/mol

Geometry as ORCA input:
```
! wB97M-V def2-TZVPD RIJCOSX def2/J DEFGRID3
* xyz 0 1
C -1.98 -1.97 0.73
C -0.65 -1.48 1.33
N -0.36 -0.07 1.10
C 0.57 0.32 0.09
C 0.72 1.80 0.08
C 1.89 -0.40 0.15
N 2.67 -0.28 -0.98
O 2.37 -0.89 1.16
H -2.71 -1.19 0.52
H -2.43 -2.70 1.41
H -1.81 -2.59 -0.15
H -0.59 -1.69 2.39
H 0.09 -2.08 0.80
H -0.25 0.42 1.97
H 0.09 0.13 -0.90
H 1.37 2.23 -0.69
H 1.14 2.24 1.00
H -0.21 2.36 -0.05
H 3.60 -0.68 -0.93
H 2.23 -0.13 -1.86
O -1.55 2.15 -2.36
H -1.96 2.95 -2.69
H -2.25 1.54 -2.10
*
```

Results of the Löwdin charge analysis, in e, for atoms 1 through 5: -0.096 -0.256 -0.037 -0.376 -0.070

=====

C29H31CeN5O2SSi | ωB97M-V/def2-TZVPD

Output
Electronic energy: -2710.75376 Ha
Highest occupied orbital energy (alpha / beta): -10.39 / -10.40 eV
Energy above the lowest of the compared OMol25 structures with the same formula, charge and spin: 51.8 kJ/mol

Geometry as ORCA input:
```
! wB97M-V def2-TZVPD RIJCOSX def2/J DEFGRID3
* xyz 1 2
Ce 0.11 -0.58 0.95
C -0.97 -4.39 2.64
C -1.57 -3.29 1.81
C -2.21 -2.21 2.43
C -2.82 -1.21 1.68
C -2.82 -1.29 0.28
C -2.20 -2.38 -0.34
C -1.57 -3.36 0.42
H -0.57 -3.99 3.57
H -0.18 -4.90 2.10
H -1.73 -5.12 2.89
H -2.29 -2.19 3.51
H -3.39 -0.42 2.17
H -3.37 -0.57 -0.32
H -2.29 -2.50 -1.42
H -1.18 -4.24 -0.07
O 1.69 0.30 2.40
C 0.70 0.05 3.11
O 0.22 -1.11 3.22
C -0.26 1.18 3.42
C -0.47 1.90 4.60
C -1.49 2.82 4.63
C -2.30 3.01 3.49
C -3.40 3.89 3.45
C -4.13 4.02 2.30
C -3.79 3.30 1.14
C -2.73 2.43 1.14
C -1.98 2.26 2.32
N -0.97 1.35 2.31
H 0.16 1.72 5.46
H -1.69 3.40 5.52
H -3.66 4.44 4.34
H -4.98 4.69 2.27
H -4.38 3.42 0.24
H -2.43 1.88 0.26
C -1.02 3.01 -3.51
Si 0.71 2.43 -4.04
C 0.60 1.33 -5.60
C 1.80 3.96 -4.40
C 1.69 1.40 -2.75
C 3.06 1.28 -2.86
C 3.82 0.60 -1.91
C 3.17 0.08 -0.81
N 1.84 0.13 -0.68
C 1.11 0.75 -1.64
S -0.60 0.60 -1.43
H -1.34 3.83 -4.15
H -1.04 3.37 -2.48
H -1.75 2.22 -3.60
H 0.20 1.91 -6.43
H -0.06 0.48 -5.45
H 1.57 0.95 -5.90
H 1.26 4.67 -5.01
H 2.71 3.70 -4.94
H 2.10 4.48 -3.49
H 3.55 1.72 -3.72
H 4.89 0.51 -2.01
H 3.71 -0.40 0.00
N 3.33 -4.65 -1.94
C 2.96 -4.08 -0.79
C 1.87 -3.18 -0.69
N 1.49 -2.67 0.48
C 2.20 -3.03 1.57
C 3.29 -3.89 1.45
N 3.66 -4.41 0.30
H 2.90 -4.44 -2.81
H 4.13 -5.27 -1.92
H 1.32 -2.87 -1.58
H 1.88 -2.64 2.52
H 3.88 -4.18 2.31
*
```

Results of the Löwdin charge analysis, in e, for atoms 1 through 5: 1.077 -0.020 -0.281 -0.051 -0.093

=====

C4H5N3O | ωB97M-V/def2-TZVPD

Output
Electronic energy: -394.81812 Ha
SMILES: c1cocnnc[nH]1
Highest occupied orbital energy: -8.63 eV
Energy above the lowest of the compared OMol25 structures with the same formula, charge and spin: 392.4 kJ/mol

Geometry as ORCA input:
```
! wB97M-V def2-TZVPD RIJCOSX def2/J DEFGRID3
* xyz 0 1
C 0.91 0.93 0.12
C 1.52 -0.20 -0.32
O 0.89 -1.43 -0.58
C -0.10 -1.75 0.33
N -1.36 -1.41 0.46
N -1.89 -0.59 -0.50
C -1.45 0.63 -0.51
N -0.45 1.17 0.40
H 1.48 1.76 0.51
H 2.56 -0.27 -0.45
H 0.42 -2.30 1.14
H -1.96 1.32 -1.14
H -0.57 2.14 0.54
*
```

Results of the Löwdin charge analysis, in e, for atoms 1 through 5: -0.121 -0.108 -0.061 -0.188 0.052

=====

C9H16N3 | ωB97M-V/def2-TZVPD

Output
Electronic energy: -516.33648 Ha
Highest occupied orbital energy (alpha / beta): -10.26 / -14.27 eV
Energy above the lowest of the compared OMol25 structures with the same formula, charge and spin: 100.9 kJ/mol

Geometry as ORCA input:
```
! wB97M-V def2-TZVPD RIJCOSX def2/J DEFGRID3
* xyz 1 3
C -0.67 -0.10 -3.43
C -0.97 -0.07 -2.08
C 0.73 -0.15 -3.70
C -0.48 -1.72 2.17
C 0.23 -0.45 2.74
C -0.30 -1.69 0.62
C 0.73 0.23 1.44
C -0.25 -0.13 0.31
C 0.07 0.07 -1.10
N 1.67 -0.18 -2.81
N 1.33 -0.02 -1.59
N 0.20 2.42 -0.97
H -1.36 -0.22 -4.14
H -1.94 -0.17 -1.78
H 1.18 -0.25 -4.74
H -0.02 -2.55 2.61
H -1.67 -1.68 2.33
H -0.47 0.15 3.16
H 0.87 -0.76 3.52
H 0.58 -2.26 0.41
H -1.11 -2.41 0.25
H 0.82 1.24 1.38
H 1.71 -0.36 1.10
H -1.33 0.05 0.58
H 2.11 -0.01 -0.97
H 1.20 2.34 -0.91
H -0.25 2.82 -0.21
H -0.21 2.50 -1.85
*
```

Results of the Löwdin charge analysis, in e, for atoms 1 through 5: -0.023 0.033 -0.069 -0.166 -0.136

=====

C3H7Cl3O | ωB97M-V/def2-TZVPD

Output
Electronic energy: -1574.31127 Ha
SMILES: CCC(Cl)(Cl)Cl.O
Highest occupied orbital energy: -11.05 eV
Energy above the lowest of the compared OMol25 structures with the same formula, charge and spin: 11.7 kJ/mol

Geometry as ORCA input:
```
! wB97M-V def2-TZVPD RIJCOSX def2/J DEFGRID3
* xyz 0 1
C 0.00 0.00 0.00
C 1.32 0.82 -0.18
C 1.53 1.42 -1.57
Cl 2.89 2.60 -1.57
Cl 1.84 0.23 -2.90
Cl 0.05 2.26 -1.91
H 0.04 -0.96 -0.55
H -0.89 0.56 -0.33
H -0.11 -0.22 1.08
H 1.25 1.71 0.47
H 2.22 0.25 0.13
O 5.24 4.70 -2.68
H 4.84 4.27 -1.89
H 6.04 4.16 -2.87
*
```

Results of the Löwdin charge analysis, in e, for atoms 1 through 5: -0.130 -0.392 -1.582 0.588 0.552

=====

C4H3N3O | ωB97M-V/def2-TZVPD

Output
Electronic energy: -393.57531 Ha
SMILES: N#C[C@H]1N=CNC1=O
Highest occupied orbital energy: -10.03 eV
Energy above the lowest of the compared OMol25 structures with the same formula, charge and spin: 378.3 kJ/mol

Geometry as ORCA input:
```
! wB97M-V def2-TZVPD RIJCOSX def2/J DEFGRID3
* xyz 0 1
N -1.35 0.52 2.46
C -0.40 0.81 1.49
C 0.70 0.23 0.77
N 0.27 -1.16 0.60
C -0.12 -1.34 -0.57
N -0.38 -0.07 -1.29
C 0.33 0.86 -0.63
O 0.70 2.08 -0.79
H 1.69 0.46 1.10
H -0.70 -2.17 -0.96
H -0.73 -0.22 -2.16
*
```

Results of the Löwdin charge analysis, in e, for atoms 1 through 5: 0.147 -0.067 -0.247 0.089 -0.106

=====

C6H13N | ωB97M-V/def2-TZVPD

Output
Electronic energy: -291.12406 Ha
SMILES: CCCC/C=C/N
Highest occupied orbital energy: -8.14 eV
Energy above the lowest of the compared OMol25 structures with the same formula, charge and spin: 91.1 kJ/mol

Geometry as ORCA input:
```
! wB97M-V def2-TZVPD RIJCOSX def2/J DEFGRID3
* xyz 0 1
C 0.42 -2.59 -1.38
C 0.23 -2.11 0.08
C -0.46 -0.74 0.03
C -0.32 0.19 1.28
C 0.34 1.49 0.89
C -0.40 2.51 0.44
N 0.13 3.66 -0.22
H 0.86 -3.58 -1.38
H -0.49 -2.51 -1.98
H 1.12 -1.88 -1.82
H -0.35 -2.86 0.62
H 1.17 -1.98 0.61
H -1.55 -0.84 -0.10
H -0.15 -0.19 -0.86
H -1.33 0.47 1.63
H 0.19 -0.32 2.09
H 1.37 1.64 1.21
H -1.48 2.38 0.44
H 1.07 3.41 -0.47
H -0.36 3.83 -1.10
*
```

Results of the Löwdin charge analysis, in e, for atoms 1 through 5: -0.119 -0.262 -0.227 -0.212 -0.144